# 1
59
Properties=species:S:1:pos:R:3:forces:R:3 method="wB97M-V/def2-TZVPD" mol_weight_g_mol=377.73 lumo_energy_ev=0.33 charge=0 orbital_gap_ev=9.615
C -0.379 -2.853 -3.618 -0.3 0.5 0.5
Si -0.229 -1.564 -2.237 0.8 0.3 -0.3
C 1.310 -1.990 -1.244 -0.4 -0.1 -0.3
C -0.005 0.140 -3.003 -0.2 -0.4 -0.1
B -1.928 -1.616 -1.200 0.0 0.7 0.6
O -2.183 -2.387 -0.085 -0.2 0.0 -0.1
B -3.533 -2.641 0.019 0.0 -0.5 0.2
O -4.224 -2.828 -1.166 -0.3 0.2 0.3
B -4.022 -1.778 -2.041 -0.1 0.1 0.1
B -4.899 -1.661 -3.483 -0.3 0.1 0.0
O -6.136 -1.042 -3.487 0.0 0.7 -0.1
O -4.468 -2.224 -4.662 0.5 0.6 -0.5
O -3.033 -0.872 -1.664 0.5 -0.5 -0.8
H -1.310 -2.736 -4.168 -0.1 0.0 -0.1
H -0.381 -3.843 -3.176 0.1 -0.3 -0.1
H 0.443 -2.739 -4.314 0.2 -0.1 -0.1
H 2.145 -2.038 -1.937 0.2 0.0 -0.1
H 1.556 -1.275 -0.468 0.0 0.1 0.2
H 1.188 -2.968 -0.791 0.1 -0.2 0.2
H 0.839 0.124 -3.686 0.3 0.0 -0.1
H -0.873 0.413 -3.595 -0.2 0.1 0.0
H 0.149 0.914 -2.259 0.0 0.2 0.1
H -4.098 -2.652 1.058 0.0 -0.2 0.1
H -6.041 -0.074 -3.547 -0.3 -0.6 0.2
H -3.638 -1.813 -4.968 -0.3 -0.8 0.2
C 0.817 3.741 -0.122 0.1 0.0 -0.1
C -0.361 4.402 -0.831 0.0 -0.2 0.2
C -1.000 5.554 -0.045 0.0 0.1 -0.2
O -1.811 5.160 1.043 0.1 0.0 0.0
C -1.115 4.815 2.226 -0.2 0.0 0.0
N -1.336 3.368 -1.191 -0.1 0.1 0.0
H 0.491 3.053 0.658 -0.1 0.0 0.0
H 1.402 3.159 -0.834 0.0 0.0 0.0
H 1.479 4.483 0.329 0.0 0.0 0.0
H 0.022 4.835 -1.760 0.0 0.1 0.0
H -1.672 6.090 -0.721 0.0 0.0 0.0
H -0.241 6.275 0.289 0.1 -0.1 0.0
H -0.226 5.437 2.365 0.0 0.0 0.0
H -0.830 3.760 2.231 0.1 0.0 0.0
H -1.791 4.982 3.064 0.0 0.0 0.0
H -2.061 3.779 -1.772 0.1 0.0 -0.1
H -1.824 3.096 -0.342 0.1 -0.1 0.0
C 4.199 -1.338 4.324 0.0 0.0 0.1
C 2.909 -0.962 3.601 0.2 -0.1 -0.1
C 1.976 -2.149 3.322 -0.2 0.1 0.0
O 2.381 -2.993 2.265 0.1 0.0 0.0
C 3.389 -3.932 2.588 0.0 0.0 -0.2
N 3.247 -0.226 2.378 -0.2 0.0 0.0
H 4.932 -1.779 3.650 0.0 0.0 0.0
H 4.657 -0.447 4.752 0.0 0.0 0.0
H 4.009 -2.043 5.136 0.0 0.0 0.0
H 2.356 -0.282 4.255 -0.1 0.0 0.0
H 1.009 -1.747 3.009 0.0 0.0 0.0
H 1.798 -2.738 4.232 0.1 0.0 0.0
H 3.281 -4.301 3.612 0.0 0.0 0.0
H 4.388 -3.512 2.450 0.0 0.0 0.1
H 3.285 -4.772 1.902 0.0 0.0 0.0
H 2.395 0.135 1.959 0.0 0.1 0.0
H 3.593 -0.899 1.699 0.1 0.0 0.0

=====

# 2
64
Properties=species:S:1:pos:R:3:forces:R:3 method="wB97M-V/def2-TZVPD" e_above_lowest_kj_mol=0.00 mol_weight_g_mol=659.35 lumo_energy_ev="4.50 / 4.48" charge=-2 orbital_gap_ev="6.318 / 6.274" multiplicity=6
Fe -0.225 0.217 0.252 -0.2 -0.2 0.6
C 6.100 -2.684 -1.388 0.0 0.0 0.0
C 4.625 -2.482 -1.629 0.0 0.0 0.1
C 4.069 -2.674 -2.884 0.0 0.0 -0.1
C 2.704 -2.504 -3.098 0.1 0.1 0.0
C 1.882 -2.134 -2.048 0.2 -0.1 0.1
C 2.426 -1.949 -0.781 0.0 0.0 -0.2
C 3.783 -2.115 -0.579 0.0 -0.1 0.0
S 0.118 -1.968 -2.322 0.3 -0.3 -0.2
O -0.442 -3.139 -1.679 0.3 0.1 -0.1
O 0.002 -1.892 -3.769 -0.2 0.0 -0.1
N -0.412 -0.681 -1.627 0.5 0.7 -0.9
C -0.366 0.593 -2.382 0.3 -0.4 0.2
C 0.849 1.434 -1.931 0.3 -0.4 0.1
O 1.331 2.307 -2.639 -0.2 0.0 0.0
O 1.268 1.101 -0.743 -0.2 0.2 -0.7
H 6.637 -2.823 -2.328 0.0 0.0 0.0
H 6.278 -3.567 -0.768 0.0 0.0 0.0
H 6.535 -1.829 -0.868 0.0 0.0 0.0
H 4.711 -2.961 -3.712 0.0 0.0 0.0
H 2.267 -2.650 -4.077 0.0 0.0 0.0
H 1.780 -1.691 0.046 0.2 0.0 -0.1
H 4.195 -1.963 0.414 0.0 0.0 0.0
H -1.263 1.160 -2.107 -0.1 0.0 -0.1
H -0.371 0.455 -3.460 0.1 0.0 0.0
I 0.115 -1.758 1.975 -0.1 -0.3 0.5
C 3.825 2.739 3.082 0.0 0.0 0.0
C 2.774 3.642 3.161 -0.1 0.0 0.0
C 1.517 3.324 2.668 0.1 0.1 0.0
C 1.242 2.073 2.079 -0.1 0.3 -0.1
C 2.333 1.192 1.976 0.0 0.0 -0.1
C 3.585 1.516 2.464 0.0 0.0 0.0
N 0.002 1.746 1.541 -0.1 0.3 0.4
C -1.118 2.471 1.954 -0.1 0.0 0.2
C -2.128 2.812 1.040 0.2 0.2 0.0
C -3.259 3.508 1.432 0.0 0.0 0.0
C -3.435 3.902 2.753 0.0 0.0 -0.1
C -2.456 3.561 3.677 0.0 0.0 0.0
C -1.329 2.853 3.291 -0.1 -0.1 0.0
H 4.807 2.989 3.467 0.0 0.0 0.0
H 2.931 4.620 3.606 0.0 0.0 0.0
H 0.741 4.075 2.702 0.0 0.0 0.0
H 2.204 0.246 1.474 0.0 0.0 0.0
H 4.389 0.797 2.353 0.0 0.0 0.0
H -2.007 2.522 0.008 0.0 0.0 -0.1
H -4.014 3.747 0.691 0.0 0.0 0.0
H -4.315 4.460 3.055 0.0 0.0 0.0
H -2.573 3.844 4.719 0.0 0.0 0.0
H -0.601 2.561 4.036 0.0 0.0 0.0
C -3.305 -3.153 -0.727 -0.2 0.0 -0.2
C -4.005 -1.785 -0.804 0.1 0.0 0.1
C -5.267 -1.793 0.065 -0.1 0.0 0.0
C -4.365 -1.470 -2.262 0.0 -0.1 0.0
C -3.063 -0.772 -0.311 -0.4 0.2 0.2
C -2.219 0.010 0.081 -0.4 0.0 0.1
H -4.010 -3.946 -1.005 0.0 0.0 0.0
H -2.942 -3.337 0.285 0.0 0.0 0.0
H -2.446 -3.185 -1.401 -0.2 0.0 0.2
H -5.958 -2.570 -0.281 0.0 0.0 0.0
H -5.773 -0.826 0.024 0.0 0.0 0.0
H -5.006 -1.992 1.105 0.0 0.0 0.0
H -5.156 -2.143 -2.612 0.0 0.0 0.0
H -3.488 -1.601 -2.897 0.0 0.0 0.0
H -4.708 -0.439 -2.361 -0.1 0.0 0.0